# 1
{
  "formula": "C20H66O23",
  "method": "the ωB97M-V functional and the def2-TZVPD basis",
  "gap_ev": 8.84,
  "total_charge": 0,
  "e_homo_ev": -9.239,
  "species": ["O", "H", "H", "O", "H", "H", "O", "H", "H", "C", "C", "O", "O", "H", "H", "H", "H", "H", "H", "C", "C", "O", "O", "H", "H", "H", "H", "H", "H", "C", "C", "O", "O", "H", "H", "H", "H", "H", "H", "C", "C", "O", "O", "H", "H", "H", "H", "H", "H", "C", "C", "O", "O", "H", "H", "H", "H", "H", "H", "C", "C", "O", "O", "H", "H", "H", "H", "H", "H", "C", "C", "O", "O", "H", "H", "H", "H", "H", "H", "C", "C", "O", "O", "H", "H", "H", "H", "H", "H", "C", "C", "O", "O", "H", "H", "H", "H", "H", "H", "C", "C", "O", "O", "H", "H", "H", "H", "H", "H"],
  "positions_angstrom": [[2.740, -0.012, -3.154], [3.093, 0.458, -3.896], [1.880, -0.298, -3.458], [3.724, -0.411, -0.483], [3.322, -0.301, -1.355], [2.961, -0.405, 0.087], [1.950, 0.604, 5.060], [2.203, 1.238, 4.390], [1.796, -0.269, 4.653], [-3.536, -2.663, 2.544], [-3.429, -2.504, 1.058], [-4.541, -3.188, 0.416], [-2.507, -1.870, 3.134], [-3.263, -3.677, 2.849], [-4.531, -2.501, 2.905], [-2.487, -3.026, 0.769], [-3.330, -1.527, 0.720], [-4.690, -2.945, -0.494], [-2.548, -1.991, 4.056], [-3.935, -2.754, -2.762], [-3.508, -1.324, -2.989], [-2.201, -1.256, -3.590], [-5.210, -2.706, -2.194], [-3.116, -3.304, -2.162], [-4.119, -3.357, -3.661], [-3.553, -0.686, -2.133], [-4.261, -0.853, -3.659], [-2.475, -1.466, -4.476], [-5.825, -2.405, -2.845], [-2.429, 1.838, 2.953], [-1.094, 1.304, 3.451], [-0.486, 2.095, 4.500], [-2.864, 0.941, 2.027], [-2.341, 2.775, 2.549], [-3.141, 1.946, 3.745], [-0.350, 1.135, 2.712], [-1.304, 0.359, 3.934], [0.458, 2.158, 4.307], [-2.840, 0.086, 2.352], [4.959, 0.086, 2.791], [6.187, -0.501, 3.493], [7.025, 0.530, 4.007], [4.265, -0.948, 2.213], [5.219, 0.803, 1.998], [4.278, 0.583, 3.494], [6.809, -1.120, 2.861], [5.894, -1.155, 4.317], [7.562, 0.895, 3.247], [4.355, -0.886, 1.257], [1.763, 3.244, 2.439], [2.564, 2.048, 1.919], [2.371, 1.881, 0.574], [1.891, 3.284, 3.855], [0.688, 3.256, 2.121], [2.290, 4.153, 2.137], [2.320, 1.088, 2.410], [3.643, 2.296, 2.089], [1.417, 1.793, 0.467], [1.482, 4.106, 4.242], [-0.204, 2.982, -1.482], [0.733, 2.369, -2.476], [0.798, 3.255, -3.606], [-0.359, 2.196, -0.324], [-1.176, 3.264, -1.816], [0.176, 3.929, -1.130], [0.392, 1.386, -2.752], [1.751, 2.236, -2.090], [0.078, 2.951, -4.121], [-1.152, 1.643, -0.434], [0.760, -2.619, 4.046], [0.796, -3.278, 5.401], [-0.373, -4.096, 5.607], [1.875, -1.873, 3.755], [-0.081, -1.949, 4.030], [0.676, -3.393, 3.232], [0.871, -2.484, 6.119], [1.637, -3.937, 5.559], [-1.197, -3.552, 5.587], [2.500, -2.490, 3.414], [-3.262, 2.965, -3.987], [-2.126, 2.089, -4.594], [-1.229, 2.851, -5.338], [-4.178, 2.149, -3.209], [-3.794, 3.588, -4.672], [-2.786, 3.622, -3.288], [-2.497, 1.427, -5.367], [-1.757, 1.248, -3.964], [-1.637, 3.127, -6.206], [-3.892, 2.105, -2.280], [0.330, -0.820, -5.555], [1.522, -0.062, -6.215], [1.457, -0.241, -7.588], [0.435, -0.786, -4.163], [0.174, -1.842, -5.967], [-0.625, -0.326, -5.743], [2.426, -0.551, -5.917], [1.536, 0.963, -5.839], [0.802, 0.387, -7.858], [-0.280, -1.350, -3.795], [-0.156, -1.228, -0.590], [0.132, -1.177, 0.875], [1.510, -1.066, 1.185], [-1.432, -0.748, -0.943], [-0.201, -2.257, -0.968], [0.537, -0.569, -1.163], [-0.223, -2.103, 1.298], [-0.546, -0.452, 1.376], [1.634, -1.394, 2.051], [-1.577, -0.759, -1.892]]
}

# 2
{
  "formula": "C20H70F3N32O18",
  "method": "the ωB97M-V functional and the def2-TZVPD basis",
  "gap_ev": 7.71,
  "total_charge": -1,
  "e_homo_ev": -6.913,
  "species": ["C", "O", "O", "C", "F", "F", "F", "C", "C", "H", "H", "H", "H", "H", "H", "C", "O", "N", "N", "H", "H", "H", "H", "C", "O", "N", "N", "H", "H", "H", "H", "C", "O", "N", "N", "H", "H", "H", "H", "C", "O", "N", "N", "H", "H", "H", "H", "C", "O", "N", "N", "H", "H", "H", "H", "C", "O", "N", "N", "H", "H", "H", "H", "C", "O", "N", "N", "H", "H", "H", "H", "C", "O", "N", "N", "H", "H", "H", "H", "C", "O", "N", "N", "H", "H", "H", "H", "C", "O", "N", "N", "H", "H", "H", "H", "C", "O", "N", "N", "H", "H", "H", "H", "C", "O", "N", "N", "H", "H", "H", "H", "C", "O", "N", "N", "H", "H", "H", "H", "C", "O", "N", "N", "H", "H", "H", "H", "C", "O", "N", "N", "H", "H", "H", "H", "C", "O", "N", "N", "H", "H", "H", "H"],
  "positions_angstrom": [[2.325, 13.602, -15.712], [3.623, 13.320, -16.171], [1.930, 12.663, -14.818], [2.154, 15.086, -15.284], [2.450, 15.894, -16.324], [0.953, 15.354, -14.759], [3.058, 15.550, -14.341], [4.063, 13.544, -17.494], [5.528, 13.218, -17.686], [6.182, 13.505, -16.864], [5.651, 12.127, -17.658], [5.797, 13.494, -18.704], [3.836, 14.529, -17.901], [3.475, 12.867, -18.129], [1.723, 13.572, -16.641], [1.197, 18.573, -13.537], [0.681, 19.626, -13.148], [1.951, 17.785, -12.748], [1.245, 18.222, -14.838], [2.336, 16.913, -13.080], [2.017, 18.018, -11.774], [1.987, 17.633, -15.161], [0.767, 18.819, -15.488], [-2.131, 13.971, -16.156], [-2.263, 13.613, -14.973], [-3.048, 13.856, -17.130], [-0.961, 14.437, -16.660], [-2.853, 14.037, -18.099], [-3.984, 13.608, -16.862], [-0.098, 14.519, -16.166], [-0.766, 14.158, -17.615], [5.697, 18.219, -14.176], [5.670, 18.299, -12.948], [4.894, 17.399, -14.881], [6.515, 18.874, -15.004], [4.306, 16.778, -14.340], [5.095, 17.389, -15.874], [6.423, 18.705, -15.995], [7.134, 19.600, -14.693], [5.571, 10.484, -15.252], [6.610, 9.898, -14.971], [4.648, 10.088, -16.173], [5.125, 11.579, -14.578], [4.977, 9.316, -16.729], [3.782, 10.573, -16.323], [5.674, 11.917, -13.806], [4.332, 12.158, -14.828], [8.612, 10.684, -19.668], [9.793, 10.386, -19.851], [7.735, 10.755, -20.705], [8.138, 10.940, -18.429], [6.787, 11.073, -20.569], [8.135, 10.641, -21.619], [8.873, 10.899, -17.748], [7.201, 11.261, -18.264], [10.177, 14.477, -16.740], [10.133, 15.677, -16.469], [11.301, 13.905, -17.216], [9.229, 13.603, -16.320], [12.086, 14.467, -17.485], [11.186, 12.935, -17.464], [8.618, 13.919, -15.582], [9.505, 12.647, -16.171], [-2.395, 17.442, -14.768], [-2.741, 17.245, -15.939], [-2.588, 18.674, -14.206], [-2.137, 16.378, -13.998], [-3.069, 19.373, -14.734], [-2.248, 18.729, -13.261], [-2.040, 15.504, -14.499], [-2.219, 16.402, -12.997], [5.532, 17.256, -18.784], [5.586, 18.001, -17.796], [4.364, 16.600, -19.058], [6.592, 16.812, -19.466], [3.609, 16.847, -18.441], [4.422, 15.895, -19.777], [7.558, 17.056, -19.361], [6.330, 16.229, -20.244], [1.416, 9.950, -12.488], [1.189, 9.136, -11.592], [0.554, 10.926, -12.907], [2.504, 9.851, -13.280], [-0.256, 11.056, -12.324], [0.999, 11.745, -13.297], [2.417, 10.457, -14.082], [3.069, 9.048, -13.071], [0.183, 18.021, -18.503], [1.296, 18.421, -18.834], [-0.049, 17.359, -17.342], [-0.853, 17.956, -19.387], [-0.975, 17.010, -17.135], [0.764, 16.905, -16.973], [-1.777, 17.977, -18.992], [-0.611, 18.060, -20.354], [-0.257, 10.828, -17.266], [-0.924, 10.435, -18.236], [1.096, 10.875, -17.303], [-0.811, 11.178, -16.098], [1.466, 11.171, -16.406], [1.431, 10.897, -18.251], [-0.332, 11.419, -15.245], [-1.814, 11.115, -16.063], [2.998, 9.292, -19.637], [3.138, 10.483, -19.346], [2.632, 8.361, -18.727], [3.203, 8.785, -20.877], [2.293, 8.676, -17.831], [2.702, 7.379, -18.919], [3.152, 7.808, -21.098], [3.476, 9.395, -21.624], [2.620, 14.029, -11.319], [3.230, 14.540, -10.380], [3.147, 13.086, -12.122], [1.388, 14.465, -11.697], [4.083, 12.757, -11.993], [2.613, 12.850, -12.950], [1.026, 14.220, -12.603], [0.947, 15.045, -11.007], [4.873, 13.159, -21.361], [4.338, 14.072, -20.715], [4.859, 11.834, -21.067], [5.389, 13.465, -22.576], [4.190, 11.515, -20.353], [4.803, 11.359, -21.958], [5.982, 12.834, -23.091], [5.485, 14.442, -22.802], [0.441, 13.713, -19.756], [-0.714, 13.430, -19.468], [1.023, 14.879, -19.309], [1.338, 12.915, -20.378], [0.451, 15.335, -18.615], [1.923, 15.269, -19.519], [2.240, 13.294, -20.621], [1.106, 11.984, -20.673], [8.856, 14.918, -20.853], [8.436, 15.667, -21.735], [8.464, 13.617, -20.735], [9.792, 15.339, -19.981], [7.761, 13.260, -21.352], [8.540, 13.187, -19.827], [9.923, 14.881, -19.091], [10.136, 16.282, -19.946]]
}

# 3
{
  "formula": "C20H70O25",
  "method": "the ωB97M-V functional and the def2-TZVPD basis",
  "gap_ev": 10.17,
  "total_charge": 0,
  "e_homo_ev": -9.666,
  "species": ["O", "H", "H", "O", "H", "H", "O", "H", "H", "O", "H", "H", "O", "H", "H", "C", "C", "O", "O", "H", "H", "H", "H", "H", "H", "C", "C", "O", "O", "H", "H", "H", "H", "H", "H", "C", "C", "O", "O", "H", "H", "H", "H", "H", "H", "C", "C", "O", "O", "H", "H", "H", "H", "H", "H", "C", "C", "O", "O", "H", "H", "H", "H", "H", "H", "C", "C", "O", "O", "H", "H", "H", "H", "H", "H", "C", "C", "O", "O", "H", "H", "H", "H", "H", "H", "C", "C", "O", "O", "H", "H", "H", "H", "H", "H", "C", "C", "O", "O", "H", "H", "H", "H", "H", "H", "C", "C", "O", "O", "H", "H", "H", "H", "H", "H"],
  "positions_angstrom": [[2.213, -3.469, -4.428], [2.057, -3.238, -3.473], [2.393, -4.395, -4.371], [-2.226, -4.062, 1.939], [-2.853, -3.370, 2.150], [-1.342, -3.655, 2.275], [-1.895, 0.122, 4.844], [-2.273, -0.506, 4.235], [-1.103, -0.328, 5.220], [2.279, 4.917, -0.385], [2.283, 4.593, 0.532], [2.589, 5.803, -0.318], [2.466, -3.697, 0.992], [1.723, -3.465, 0.427], [3.234, -3.226, 0.624], [-3.053, 3.301, -2.722], [-4.164, 2.943, -3.587], [-5.293, 2.603, -2.790], [-2.542, 2.282, -1.925], [-3.386, 4.169, -2.131], [-2.173, 3.633, -3.304], [-3.920, 2.160, -4.253], [-4.413, 3.854, -4.204], [-5.984, 2.265, -3.329], [-2.945, 2.248, -1.043], [4.536, 0.997, -2.233], [4.639, 2.477, -1.974], [3.376, 3.054, -2.273], [3.791, 0.320, -1.226], [5.488, 0.482, -2.405], [4.050, 0.933, -3.198], [5.410, 2.800, -2.643], [4.897, 2.764, -0.935], [3.139, 3.827, -1.683], [2.788, 0.526, -1.319], [-0.283, -3.272, -2.454], [-1.169, -3.964, -1.481], [-1.738, -3.026, -0.558], [0.936, -2.811, -1.826], [-0.821, -2.416, -2.835], [0.020, -3.856, -3.241], [-0.537, -4.841, -1.004], [-1.986, -4.350, -2.113], [-1.979, -3.512, 0.292], [0.894, -1.955, -1.390], [0.744, 1.177, -2.973], [0.012, 0.138, -3.798], [-1.332, -0.021, -3.322], [1.126, 0.602, -1.702], [0.046, 2.016, -2.828], [1.736, 1.409, -3.438], [0.379, -0.851, -3.764], [-0.090, 0.377, -4.923], [-1.637, 0.759, -2.918], [0.401, 0.450, -1.061], [-0.202, 3.911, 1.936], [-0.849, 2.536, 2.244], [-0.427, 2.090, 3.530], [1.225, 3.790, 2.041], [-0.536, 4.485, 2.819], [-0.525, 4.249, 0.963], [-0.547, 1.743, 1.514], [-1.943, 2.628, 2.165], [-1.072, 1.622, 4.029], [1.390, 3.558, 3.007], [2.794, 0.715, 5.235], [3.595, 1.641, 4.391], [2.884, 2.906, 4.270], [1.513, 0.383, 4.829], [2.676, 1.108, 6.283], [3.287, -0.248, 5.364], [3.710, 1.153, 3.371], [4.549, 1.846, 4.844], [3.302, 3.583, 4.760], [0.969, 1.174, 4.747], [5.462, -1.597, 1.066], [4.882, -2.000, 2.450], [3.786, -1.168, 2.759], [4.400, -1.775, 0.145], [6.221, -2.217, 0.726], [5.811, -0.551, 1.213], [5.526, -1.870, 3.278], [4.554, -3.076, 2.455], [3.134, -1.304, 2.043], [4.298, -1.035, -0.508], [0.865, -0.783, 0.989], [0.460, -1.347, 2.291], [0.166, -2.732, 2.258], [-0.294, -0.576, 0.131], [1.558, -1.488, 0.534], [1.397, 0.188, 1.077], [-0.425, -0.844, 2.593], [1.187, -1.013, 3.037], [0.960, -3.259, 2.235], [-0.752, -1.391, -0.017], [-4.594, -1.612, -2.202], [-4.522, -1.680, -3.698], [-3.943, -0.491, -4.349], [-5.230, -0.374, -1.659], [-3.543, -1.562, -1.820], [-5.060, -2.445, -1.728], [-5.584, -1.612, -4.134], [-3.993, -2.518, -4.135], [-2.964, -0.465, -4.055], [-5.008, 0.363, -2.364], [-4.348, -1.282, 1.617], [-4.827, 0.121, 1.393], [-3.974, 0.782, 0.422], [-2.971, -1.232, 2.029], [-4.566, -2.012, 0.821], [-5.024, -1.521, 2.546], [-4.531, 0.608, 2.345], [-5.902, 0.259, 1.177], [-4.289, 0.482, -0.443], [-2.623, -0.562, 1.389]]
}

# 4
{
  "formula": "C21H10Cl5FeO6",
  "method": "the ωB97M-V functional and the def2-TZVPD basis",
  "multiplicity": 5,
  "gap_ev": [7.70, 7.40],
  "total_charge": -1,
  "e_homo_ev": [-5.104, -4.804],
  "species": ["Fe", "Cl", "C", "C", "C", "Cl", "C", "O", "C", "C", "O", "C", "H", "H", "H", "Cl", "C", "C", "C", "C", "O", "C", "C", "O", "C", "H", "H", "H", "H", "Cl", "C", "C", "C", "Cl", "C", "O", "C", "C", "O", "C", "H", "H", "H"],
  "positions_angstrom": [[-0.480, -0.282, -0.715], [-0.560, 0.146, 6.546], [-0.539, 0.445, 4.824], [0.222, 1.512, 4.328], [0.252, 1.759, 2.985], [1.194, 3.089, 2.388], [-0.450, 0.956, 2.017], [-0.366, 1.209, 0.783], [-1.215, -0.118, 2.581], [-1.992, -1.030, 1.773], [-2.043, -1.119, 0.553], [-1.250, -0.344, 3.967], [0.788, 2.137, 5.005], [-2.616, -1.726, 2.363], [-1.836, -1.171, 4.349], [-3.211, -0.243, -7.617], [-2.751, -0.024, -5.944], [-3.151, 1.142, -5.269], [-2.808, 1.339, -3.962], [-2.032, 0.383, -3.230], [-1.741, 0.609, -2.012], [-1.642, -0.790, -3.947], [-0.867, -1.833, -3.334], [-0.433, -1.865, -2.188], [-2.013, -0.969, -5.294], [-3.736, 1.883, -5.799], [-3.109, 2.233, -3.433], [-0.651, -2.697, -3.990], [-1.703, -1.870, -5.811], [5.531, 0.748, 3.224], [4.142, 0.124, 2.365], [3.401, -0.915, 2.939], [2.308, -1.415, 2.285], [1.406, -2.711, 3.003], [1.850, -0.906, 1.025], [0.813, -1.375, 0.467], [2.651, 0.149, 0.479], [2.344, 0.756, -0.799], [1.360, 0.562, -1.501], [3.780, 0.638, 1.152], [3.689, -1.322, 3.898], [3.110, 1.465, -1.162], [4.353, 1.443, 0.707]]
}

- What is the formula in the third record?
  C20H70O25